Entry from OMol25: a 4-piece molecular cluster, C35H59ClN2O10S3 overall at a distorted geometry (the ωB97M-V functional and the def2-TZVPD basis).

Last column: Mulliken charge in e.
Cartesian coordinates (Å):
C (4.479317, 3.250418, -0.944293)  -0.987
H (-1.787424, 0.972475, 6.065038)  0.340
H (3.252350, -1.510460, 3.532410)  0.516
C (4.532444, 8.562002, -2.046880)  -0.749
H (0.186576, 3.128506, -1.512930)  0.469
H (-4.627263, -6.853136, 0.397283)  0.375
C (3.428723, 4.570917, 0.725290)  -1.242
H (-6.118267, -7.781887, 3.796756)  0.318
C (0.814199, 2.340766, -1.057384)  -3.073
C (4.437704, 7.052485, -1.792957)  -0.331
C (-0.782806, 2.789050, 0.866201)  -1.860
C (-1.667121, -0.127879, -0.179257)  -0.965
H (-2.525633, -4.545755, -3.098447)  0.340
H (2.998326, -1.776519, 1.833310)  0.322
H (-0.182028, 0.272947, 5.563514)  0.266
C (-4.787694, -8.180700, 2.108973)  -0.570
H (5.559580, 4.646484, 0.289179)  0.575
C (-0.764630, -2.748572, 0.375775)  -0.352
H (-0.836743, -3.658239, 2.937558)  0.188
H (-5.312708, -5.174453, 3.549920)  0.372
H (4.350237, 9.127331, -1.133348)  0.339
H (-1.434576, 0.984292, 2.610899)  0.129
C (-0.324719, -4.160004, 0.867003)  -0.115
H (2.500919, 8.844025, -2.735097)  0.289
H (-1.016980, 1.480586, 4.569601)  0.228
O (4.964390, 5.550833, -3.886295)  -0.712
H (4.623942, 8.012764, -4.783707)  0.340
H (-5.387362, -8.896474, 1.547501)  0.355
H (3.487149, 5.316541, 1.519566)  0.410
H (-2.576100, -5.021855, -4.815324)  0.368
H (-2.641740, 3.055562, 1.706061)  0.338
S (-3.470671, -5.916634, 2.229882)  1.320
H (-0.952569, -1.455290, -5.514554)  0.356
H (1.745871, -1.322459, 0.176295)  0.419
H (-3.780491, 3.545803, -0.451871)  0.312
C (0.173392, -3.088626, -4.622942)  -0.383
O (0.079017, -4.897613, -2.706471)  -0.569
H (-2.151168, 3.683293, -1.085010)  0.338
H (0.926341, -3.789636, 2.573750)  0.200
C (-1.665600, -0.034433, 2.270584)  -1.138
H (2.859339, 7.771419, -4.908600)  0.403
H (2.278948, 0.184024, -0.549227)  0.209
H (-0.355946, -2.576455, -0.630109)  -0.203
H (3.288915, 1.907107, -2.046635)  0.355
H (-2.707119, -0.046248, 1.918266)  0.548
H (3.698570, 6.820561, -1.028539)  0.124
H (-1.131389, -3.005814, -6.340199)  0.327
H (5.399006, 6.623553, -1.522802)  0.395
O (-1.515704, -1.003309, 3.314042)  0.066
H (-1.653455, 1.528501, -1.393968)  0.474
C (2.609729, 0.259859, 2.525509)  -0.185
H (0.802605, -0.595162, -1.096215)  0.384
C (-5.659901, -7.251598, 2.962506)  -0.592
N (-1.099691, 0.983741, -0.749501)  0.034
C (3.513559, 8.903519, -3.141315)  -0.589
H (-4.290716, -6.354935, 4.408081)  0.374
H (-2.261708, -2.256093, -3.601210)  0.007
C (-0.052155, 1.648324, 0.038191)  2.066
Cl (3.996930, 0.784251, 1.489545)  -0.216
H (-4.106784, -8.742167, 2.753126)  0.291
O (-2.978694, -0.903594, 5.001949)  -0.592
N (-2.260192, 2.731580, 0.823582)  -0.171
H (-0.489122, 3.747281, 0.409187)  0.878
O (2.575525, 5.751668, -3.101267)  -0.601
H (2.858724, 0.660362, 3.517653)  0.755
H (-0.122010, -5.238685, 2.781006)  0.446
O (-2.210560, -6.268391, 2.832287)  -0.680
H (1.074222, 1.672634, -1.885765)  0.222
H (5.537258, 8.815266, -2.393065)  0.299
H (0.629524, 0.823453, 3.033954)  -0.556
S (-0.351390, -4.706022, -4.066261)  1.079
C (3.276734, 2.666685, -1.265276)  -0.332
C (-3.992845, -7.268023, 1.180685)  -0.808
H (-2.588212, 4.755826, 0.234509)  0.339
O (-2.701817, -0.637443, -0.558942)  -0.717
H (-0.481841, 2.859878, 1.921355)  0.073
H (1.344840, 4.330129, 0.934875)  0.124
H (-6.467580, -6.846162, 2.348789)  0.294
O (-0.368416, -1.767630, 1.343254)  0.569
C (-1.169256, 0.619446, 5.235543)  -0.912
O (-0.057064, -5.665209, -5.100504)  -0.693
C (1.265047, 0.911076, 2.139821)  -0.181
H (1.550117, -1.630894, 2.927995)  -0.114
O (-3.659919, -4.674673, 1.525792)  -0.653
C (-1.957621, -0.480038, 4.513402)  0.626
H (-3.121833, -7.750426, 0.742206)  0.401
C (-0.067852, -4.218004, 2.390399)  -1.130
H (-1.863461, -2.772072, 0.387803)  0.344
H (3.660655, 9.909708, -3.532721)  0.362
H (-3.191243, -2.713292, -5.022990)  0.356
C (2.216475, 3.999933, 0.372564)  0.402
C (2.561990, -1.278836, 2.707108)  -0.954
C (2.103545, 3.029302, -0.603458)  1.757
H (1.055788, -3.185668, -5.251676)  0.429
C (0.564547, 0.425447, 0.847165)  2.924
C (-4.765013, -6.109561, 3.459398)  -0.782
C (3.702545, 7.846479, -4.225523)  -0.773
H (1.463999, 1.988992, 2.037919)  0.285
C (-0.733963, -0.439242, 1.026414)  0.410
H (-1.187845, -4.819619, 0.691954)  -0.001
C (1.391706, -0.356160, -0.200691)  -2.610
C (-2.113175, -4.357425, -4.087344)  -0.661
C (-2.740429, 3.736080, -0.156367)  -1.033
C (4.588184, 4.206011, 0.071237)  -0.482
S (3.884113, 6.315162, -3.316176)  1.203
C (-1.039072, -2.530480, -5.360511)  -0.653
H (5.368369, 2.938488, -1.493725)  0.355
H (0.496666, -4.573836, 0.269393)  0.406
H (0.404964, -2.493233, -3.739174)  0.024
C (-2.254328, -2.885797, -4.494290)  -0.318

Cartesian forces, eV/Å:
C 0.941 0.228 0.083
H 0.283 -0.281 -0.045
H -0.370 -0.148 -0.129
C 0.018 0.043 -0.086
H 0.019 -0.301 0.143
H 0.044 0.064 0.018
C 0.436 0.347 0.269
H 0.005 0.026 -0.006
C 0.524 0.843 0.555
C 0.168 0.505 0.503
C -0.063 0.465 0.451
C 0.819 0.915 -0.747
H 0.121 -0.122 0.007
H -0.486 -0.020 0.118
H -0.284 -0.025 -0.026
C -0.004 0.025 0.098
H -0.258 -0.075 0.124
C -0.443 -1.425 0.826
H 0.290 0.052 -0.180
H 0.179 0.083 -0.010
H 0.010 -0.029 -0.004
H -0.056 -0.342 -0.002
C -0.691 -0.082 0.351
H 0.001 -0.003 -0.044
H 0.105 -0.233 0.126
O -0.224 -0.228 -0.076
H 0.003 -0.079 0.012
H 0.023 0.002 0.005
H -0.206 -0.181 -0.153
H 0.126 -0.061 0.000
H 0.219 -0.354 0.118
S -0.296 -0.075 -0.085
H 0.010 -0.017 -0.002
H -0.163 0.320 0.102
H 0.172 0.201 0.341
C -0.018 0.330 -0.219
O 0.152 -0.264 0.017
H -0.116 -0.115 0.273
H -0.301 -0.067 0.345
C 0.256 0.079 -1.066
H 0.027 -0.167 0.006
H -0.226 0.021 0.264
H -0.185 0.300 0.221
H -0.265 0.149 0.146
H 0.207 -0.047 0.266
H -0.009 -0.108 -0.066
H 0.053 0.015 0.004
H -0.084 -0.153 -0.026
O 0.160 1.296 0.824
H -0.071 -0.128 0.056
C -0.640 -0.438 0.846
H -0.067 0.234 0.349
C -0.016 -0.030 -0.061
N -0.040 -0.655 0.249
C 0.007 -0.026 0.081
H 0.117 0.044 -0.069
H 0.000 -0.023 0.000
C -0.993 0.280 -0.977
Cl -0.278 -0.137 0.206
H 0.016 -0.002 -0.046
O 0.876 0.134 -0.326
N 0.116 0.667 -0.437
H 0.096 -0.250 0.268
O 0.021 -0.171 -0.139
H -0.013 0.146 -0.383
H 0.267 0.170 -0.309
O -0.102 0.030 -0.032
H -0.160 -0.124 0.428
H -0.025 -0.007 -0.015
H 0.035 -0.234 -0.379
S -0.122 0.322 0.046
C -0.016 -0.057 -0.082
C -0.148 -0.367 -0.070
H -0.300 -0.127 -0.215
O 0.482 -0.178 0.437
H 0.186 -0.283 -0.308
H 0.114 -0.071 -0.187
H 0.027 0.000 -0.002
O 0.184 0.245 -1.609
C -0.111 0.088 -0.728
O 0.074 -0.111 0.122
C 0.808 0.039 -0.451
H 0.206 0.040 -0.144
O 0.261 0.059 0.055
C -1.146 -0.405 0.589
H 0.084 0.160 0.022
C 0.313 0.131 -0.380
H 0.302 0.211 -0.481
H -0.016 -0.020 -0.008
H 0.006 -0.017 0.024
C -0.668 0.319 0.766
C 1.033 0.533 -0.040
C 0.106 -0.744 -0.739
H 0.030 -0.147 0.087
C -1.263 0.584 -1.404
C -0.395 -0.140 0.204
C -0.112 0.368 -0.037
H 0.016 -0.302 0.013
C -0.597 -0.484 2.390
H 0.295 0.166 -0.246
C 0.871 -0.389 0.052
C -0.399 0.204 -0.035
C 0.114 -0.332 -0.287
C 0.020 -0.463 -0.691
S 0.173 0.066 -0.120
C -0.103 -0.078 -0.014
H -0.166 0.133 0.151
H 0.024 0.239 0.285
H 0.007 -0.077 0.035
C 0.058 0.102 0.045

## Properties
Highest occupied orbital energy: -0.325 hartree
Structure (SMILES): CCCO[C@]1(COC(C)=O)C(=O)N[C@](CNC)(Cc2ccccc2)[C@@]1(C)C[C@@H](C)Cl.O=S1(=O)CCCC1.O=S1(=O)CCCC1.O=S1(=O)CCCC1
Maximum force: 2.51 eV/A
Net charge: 0
Molecular weight: 799.52 Da



Entry from OMol25: a 2-piece molecular cluster, C4H14N3 overall at a distorted geometry (the ωB97M-V functional and the def2-TZVPD basis).

Last column: natural (NBO) charge in e.
Cartesian coordinates (Å):
H (2.215760, -1.122962, 1.548437)  0.237
C (-2.129114, 2.095699, 1.859736)  -0.616
H (1.584300, 0.463076, 1.060157)  0.234
N (1.211838, 0.556466, -1.767052)  -0.767
C (1.411507, -0.607778, 1.045493)  -0.442
H (0.138152, -1.141479, -3.137799)  0.417
H (0.586437, 1.270248, -2.116365)  0.429
H (-1.570669, 2.481888, 1.011938)  0.195
H (0.997849, -2.220131, -0.337855)  0.437
H (-3.172339, 2.385751, 1.803974)  0.225
C (0.707876, -0.581633, -1.298569)  0.673
H (2.089808, 0.973077, -1.461446)  0.429
N (-0.069085, -1.308950, -2.164457)  -0.802
C (-1.927657, 0.590291, 1.998250)  -0.612
H (-1.025480, -1.562194, -1.970290)  0.430
H (0.571923, -0.761013, 1.709668)  0.232
N (1.142048, -1.226036, -0.236492)  -0.511
H (-2.724738, 0.008385, 2.454736)  0.226
H (-1.732192, 2.554521, 2.763618)  0.218
H (-1.746630, 0.036508, 1.068978)  0.171
H (-1.102090, 0.336226, 2.671500)  0.195

Cartesian forces, eV/Å:
H 0.560 0.044 -0.163
C 0.199 -0.426 0.559
H 0.181 -0.008 -0.687
N 0.358 1.532 0.463
C 0.109 -0.548 1.280
H -0.320 0.189 -0.063
H -0.155 -0.383 -0.446
H -0.085 0.181 -0.088
H -0.061 -0.111 0.616
H -0.096 -0.022 -0.293
C 0.296 -1.454 -1.347
H -0.291 -0.566 0.409
N 0.154 0.654 -0.193
C 0.252 -1.127 0.224
H 0.132 -0.275 0.389
H -0.467 -0.061 -0.043
N -0.454 0.972 -0.214
H -0.570 0.474 0.057
H -0.014 0.255 -0.066
H 0.053 0.363 -0.189
H 0.221 0.317 -0.207

## Properties
ΔE to the lowest compared entry with this formula, charge and spin: 0.909 eV
Highest occupied orbital energy: -0.539 hartree
Maximum force: 2.00 eV/A
Net charge: +1
Molecular weight: 104.18 Da



Entry from OMol25: C25H26AsGeMoN3O7S5 as an isolated structure at a distorted geometry (the ωB97M-V functional and the def2-TZVPD basis).

Last column: natural (NBO) charge in e.
Cartesian coordinates (Å):
S (-0.310238, 3.705498, -2.980691)  -0.545
H (-3.672870, 1.681725, 4.783275)  0.241
N (-4.141886, -0.019495, 3.616111)  -0.378
Mo (-2.858828, 1.518205, -0.141641)  1.083
H (-2.926509, -1.489789, 1.008041)  0.439
O (-4.066619, -0.041534, -0.532911)  -0.879
S (-0.733824, 2.079449, 0.402289)  -0.041
H (3.464485, 4.426360, -0.270949)  0.224
O (-1.559440, -0.316369, -0.624527)  -0.598
C (1.263235, -1.498078, 0.125381)  -0.411
H (0.657047, 1.271678, -2.801805)  0.262
H (4.073295, 0.537877, -3.144379)  0.206
N (-3.049533, 0.858860, 1.876170)  -0.660
H (0.745499, -1.386111, 3.479452)  0.212
C (4.396657, -3.292482, -3.386315)  -0.213
C (-0.658999, -0.449892, -2.881618)  -0.497
C (4.692204, 1.631390, 1.199726)  -0.236
O (-2.243415, 1.157421, -2.032800)  -0.578
S (-5.376668, 0.572117, 0.010393)  2.580
C (3.360345, -1.344441, -2.401209)  -0.441
C (0.731327, -1.772207, 2.467203)  -0.205
C (3.502973, -2.725121, -2.486919)  -0.213
H (0.730178, -3.160511, -1.126002)  0.206
H (4.493674, -4.369287, -3.445614)  0.211
C (-4.177130, 1.411873, 3.853617)  -0.317
H (-0.189498, -4.511762, 0.714271)  0.204
As (-0.956595, 3.928300, -1.011213)  0.904
C (0.757244, 0.187091, -2.803944)  -0.811
C (0.733724, -2.762334, -0.116985)  -0.235
H (2.915489, -3.368846, -1.842127)  0.206
O (-5.692352, -0.069503, 1.262381)  -0.984
H (5.844985, -2.924965, -4.924303)  0.213
N (-3.318698, -1.466357, 1.939979)  -0.751
H (5.672318, -0.462707, -4.731118)  0.212
C (2.891129, 2.428320, -0.751038)  -0.226
H (-0.575752, -1.530612, -2.770729)  0.233
C (4.505568, 2.982968, 0.941727)  -0.207
C (5.057131, -1.101974, -4.110751)  -0.214
H (-1.126266, -0.183729, -3.829511)  0.247
O (-3.143786, 3.080269, 2.380147)  -0.520
C (4.159358, -0.541833, -3.216860)  -0.163
C (-3.582565, -0.258254, 2.428341)  0.742
H (5.055532, 3.725384, 1.505433)  0.214
C (-1.544859, 0.097401, -1.804211)  0.847
S (-3.182387, 3.628051, -0.860571)  0.054
C (-3.417345, 1.941734, 2.655365)  0.694
C (5.164419, -2.482840, -4.208468)  -0.216
H (4.112720, -0.369377, 0.697180)  0.204
S (-0.168486, 5.645874, -0.165886)  -0.509
C (3.617171, 3.379606, -0.045365)  -0.194
H (-4.640944, -0.938335, 5.415176)  0.216
C (3.033706, 1.074164, -0.470702)  -0.456
H (-6.016227, -0.540553, 4.363579)  0.222
H (2.211264, 2.768834, -1.527156)  0.227
O (-4.791830, 1.960252, 0.304671)  -0.869
H (1.274216, -0.078951, -3.725668)  0.247
H (-5.195872, 1.808462, 3.858202)  0.245
C (0.203179, -3.030103, 2.211933)  -0.235
C (1.255053, -1.013585, 1.431722)  -0.215
H (-3.951255, -2.217323, 2.159185)  0.410
Ge (2.009472, -0.377202, -1.324361)  1.570
H (5.398602, 1.313645, 1.956258)  0.212
C (0.207343, -3.524403, 0.916349)  -0.167
O (-6.395905, 0.607213, -0.971462)  -0.895
C (-4.987613, -0.904949, 4.381971)  -0.400
H (-0.194704, -3.626693, 3.023389)  0.210
H (1.670625, -0.034603, 1.637326)  0.227
H (-4.975839, -1.909425, 3.968409)  0.211
C (3.963603, 0.686508, 0.495191)  -0.152

Cartesian forces, eV/Å:
S -0.360 -0.636 0.296
H -0.039 0.018 -0.013
N -0.149 0.142 -0.099
Mo 1.360 0.071 -0.581
H 0.030 0.000 -0.013
O 0.193 0.017 0.004
S -0.029 0.462 0.095
H 0.034 0.044 0.040
O -0.413 0.018 0.212
C 0.093 0.297 -0.362
H -0.003 0.066 0.003
H 0.067 0.017 -0.049
N -0.122 -0.272 -0.173
H -0.013 0.011 -0.011
C 0.025 -0.057 -0.024
C 0.147 0.204 0.349
C 0.018 -0.041 0.033
O -0.207 -0.154 -0.278
S -1.593 -0.651 0.359
C -0.173 0.078 0.246
C -0.037 -0.007 0.100
C -0.072 0.019 0.090
H -0.039 -0.048 0.015
H -0.011 -0.008 -0.003
C 0.064 0.020 -0.032
H -0.007 0.002 -0.024
As 1.356 1.252 -0.701
C -0.195 -0.002 0.555
C -0.012 0.020 -0.104
H 0.023 -0.037 -0.020
O -0.302 0.031 -0.131
H 0.042 -0.007 0.027
N -0.198 -0.006 -0.121
H -0.009 -0.003 -0.025
C -0.182 0.054 -0.110
H -0.223 -0.037 -0.046
C 0.002 0.066 -0.039
C 0.020 0.013 -0.041
H 0.048 -0.139 -0.064
O -0.235 -0.062 0.230
C -0.052 -0.014 0.046
C 0.927 -0.133 0.457
H 0.023 -0.002 -0.005
C 0.600 -0.198 -0.342
S -0.069 -0.118 0.102
C 0.360 0.346 0.440
C 0.018 -0.001 -0.001
H 0.031 0.014 0.068
S -0.537 -0.381 0.527
C -0.020 0.005 -0.017
H -0.011 -0.079 -0.022
C -0.327 -0.240 -0.154
H 0.002 -0.029 -0.060
H -0.067 -0.037 0.065
O -0.195 0.386 -0.189
H 0.079 -0.031 0.062
H 0.013 -0.052 -0.028
C 0.033 0.044 0.023
C -0.003 0.048 -0.073
H 0.043 -0.029 0.036
Ge 0.289 -0.147 -0.415
H 0.014 0.005 -0.003
C -0.047 -0.113 -0.011
O 0.037 0.074 -0.200
C -0.015 -0.039 0.027
H -0.008 -0.008 -0.012
H -0.038 0.008 0.065
H 0.039 -0.013 0.045
C -0.020 -0.023 -0.024

## Properties
ΔE to the lowest compared entry with this formula, charge and spin: 1.275 eV
Highest occupied orbital energy (alpha / beta): -0.293 / -0.293 hartree
Maximum force: 1.97 eV/A
Net charge: 0
Molecular weight: 884.30 Da



Entry from OMol25: one molecule with the formula C3H5ClOS at a distorted geometry (the ωB97M-V functional and the def2-TZVPD basis).

Last column: natural (NBO) charge in e.
Cartesian coordinates (Å):
C (-0.176937, 1.096610, -0.547676)  0.272
H (-0.892037, -1.471885, 0.030284)  0.222
C (-0.497329, -0.896833, 0.871782)  -0.630
O (0.189908, 1.132603, -1.803985)  -0.657
C (0.496231, 0.025414, 0.254566)  -0.288
S (-1.446677, 1.997407, 0.114087)  -0.118
H (0.752961, 0.360743, -2.162780)  0.503
H (-1.274217, -0.347199, 1.527663)  0.266
Cl (1.582863, -0.858822, -0.875974)  -0.053
H (0.101181, -1.564229, 1.517371)  0.220
H (1.164053, 0.526191, 1.074663)  0.263

Cartesian forces, eV/Å:
C -1.551 0.406 -0.022
H -0.625 -0.064 0.492
C -0.272 -0.545 1.454
O -0.394 0.644 -1.434
C 1.462 1.802 1.620
S 1.930 -0.748 -1.036
H -0.902 1.368 1.414
H 1.287 -0.905 -1.443
Cl 0.745 -1.032 0.787
H -0.599 -0.035 -0.191
H -1.081 -0.891 -1.641

## Properties
ΔE to the lowest compared entry with this formula, charge and spin: 0.735 eV
Highest occupied orbital energy: -0.325 hartree
Structure (SMILES): C[C@@H](Cl)C(O)=S
Maximum force: 2.83 eV/A
Net charge: 0
Molecular weight: 124.59 Da